# 1
DFT (ωB97M-V/def2-TZVPD) results for C15H14N2O2RuS2 as an isolated structure.

The geometry in XYZ format:
```
36
C15H14N2O2RuS2 (ωB97M-V/def2-TZVPD)
Ru -0.29 -0.22 -0.04
S -0.61 2.94 3.46
S -1.97 -0.53 1.56
O 0.82 3.11 3.45
O -1.44 4.15 3.43
N -1.05 1.90 2.22
N 0.92 1.07 0.27
C -1.18 1.81 4.67
C -0.06 1.80 -0.89
C -1.41 1.59 -0.58
C -0.48 -1.14 -2.16
C 1.13 -1.98 -0.72
C -2.13 -0.21 6.27
C 0.67 2.35 -1.87
C -1.68 1.00 6.85
C -0.15 -2.47 -0.27
C 0.92 -1.14 -1.85
C -1.65 0.64 4.09
C -1.53 0.75 2.66
C -1.20 2.02 6.03
C -2.12 -0.40 4.88
C -1.16 -1.97 -1.18
H -2.13 1.51 -1.37
H 1.18 2.08 0.65
H -1.70 1.13 7.95
H 1.70 -0.68 -2.46
H 1.67 2.05 -2.04
H -0.98 -0.67 -3.03
H 2.09 -2.20 -0.25
H -0.34 -3.11 0.60
H -2.47 -1.33 4.43
H -1.76 2.10 0.29
H -2.51 -1.02 6.94
H -0.85 2.96 6.43
H 0.17 3.02 -2.52
H -2.24 -2.22 -1.17
```

The spin multiplicity is 6. The calculation puts the total energy at -1731.0155 Eh. As for the charge: -1. The HOMO-LUMO gap (alpha / beta) is 4.49 / 6.48 eV.


# 2
DFT (ωB97M-V/def2-TZVPD) results for an isolated ion of composition C9H16N2O and charge +2.

The geometry in XYZ format:
```
28
C9H16N2O (ωB97M-V/def2-TZVPD)
O 0.35 -1.14 -1.48
N -0.37 1.61 0.84
N -0.35 -0.26 -0.66
C 1.33 -2.01 -0.97
C -2.69 -0.70 -1.49
C -1.63 -0.17 -0.69
C 1.45 -2.10 0.36
C -0.12 1.31 2.31
C 2.11 -2.79 -1.99
C -1.74 1.53 0.66
C 0.41 0.62 0.13
C 0.10 2.98 0.50
H 1.36 0.62 -0.20
H -0.71 3.47 -0.20
H -0.37 2.31 2.91
H -3.01 -1.74 -0.99
H 0.07 3.58 1.35
H -2.52 -0.89 -2.48
H 2.04 -3.98 -1.80
H -3.53 -0.05 -1.75
H 3.17 -2.73 -1.96
H 0.88 1.09 2.44
H -0.82 0.72 2.88
H 2.29 -2.50 0.89
H 1.18 2.99 0.23
H 1.67 -2.48 -3.03
H -2.50 1.49 1.35
H 0.68 -1.84 0.98
```

The calculation puts the total energy at -536.2068 Eh. As for the charge: +2. The HOMO-LUMO gap (alpha / beta) is 6.47 / 6.69 eV.


# 3
DFT (ωB97M-V/def2-TZVPD) results for a 10-piece molecular cluster, C42H102N2O10 overall.

The geometry in XYZ format:
```
156
C42H102N2O10 (ωB97M-V/def2-TZVPD)
O 5.76 -16.56 -13.59
O 6.80 -10.73 -6.32
O -0.03 -20.66 -14.84
O -0.15 -15.75 -8.50
O -0.81 -15.12 -5.90
O 1.48 -16.58 -4.71
O 6.59 -11.75 -8.87
O -2.80 -16.14 -8.99
O 2.51 -19.14 -5.61
O 2.09 -10.18 -11.12
N 5.43 -10.48 -6.11
N 1.09 -11.09 -10.68
C 1.42 -16.77 -3.28
C -1.18 -13.80 -5.46
C 1.62 -12.71 -12.36
C 0.50 -11.81 -11.83
C -0.84 -11.38 -9.18
C 4.36 -14.82 -14.51
C -0.02 -12.84 -5.69
C 4.81 -12.81 -5.98
C 3.64 -8.84 -5.69
C 5.57 -8.27 -7.05
C 5.90 -8.55 -4.58
C 1.26 -10.28 -8.40
C 0.51 -17.94 -2.98
C 2.92 -9.73 -4.68
C 2.86 -16.93 -2.85
C 3.53 -16.42 -12.72
C -3.28 -17.00 -10.04
C 1.37 -16.42 -10.18
C -0.74 -20.65 -13.58
C 0.33 -10.47 -9.60
C 5.41 -11.78 -9.70
C -1.55 -12.00 -10.33
C 4.71 -15.66 -13.28
C -0.61 -12.72 -11.30
C 1.20 -16.13 -8.69
C 0.04 -10.87 -12.96
C 5.04 -13.25 -9.96
C 5.50 -11.66 -3.87
C 2.21 -15.10 -8.22
C 5.14 -9.09 -5.83
C -2.57 -18.32 -9.86
C -0.99 -19.20 -13.16
C -1.99 -21.51 -13.57
C 4.43 -17.84 -6.33
C -2.42 -13.36 -6.26
C 3.40 -18.93 -6.66
C -2.93 -16.38 -11.37
C 3.30 -11.19 -4.98
C -0.24 -9.07 -9.94
C 4.11 -20.25 -6.92
C 5.75 -11.03 -10.99
C 4.79 -11.48 -5.21
H -0.27 -11.81 -5.43
H -0.54 -10.01 -12.60
H -1.50 -18.25 -10.06
H -2.32 -12.70 -10.00
H 1.03 -18.88 -3.16
H 0.27 -17.97 -1.91
H 4.87 -10.87 -11.62
H 0.39 -12.89 -6.70
H -2.64 -21.30 -12.72
H 6.72 -11.09 -7.22
H 4.97 -12.35 -3.21
H 3.45 -21.01 -7.35
H 5.03 -15.00 -12.46
H 6.63 -8.42 -7.28
H 3.53 -14.14 -14.31
H -1.59 -15.69 -5.86
H 2.11 -14.95 -7.14
H 4.99 -20.20 -7.56
H -0.54 -11.33 -13.76
H 0.75 -9.87 -7.52
H 0.54 -8.46 -10.39
H 4.01 -13.25 -10.30
H 3.84 -17.07 -11.90
H -2.20 -13.59 -7.30
H 2.31 -16.92 -10.39
H -0.10 -18.57 -13.07
H 2.88 -11.83 -4.19
H 6.74 -9.14 -4.22
H 0.93 -10.44 -13.42
H 1.25 -15.49 -10.73
H -1.57 -19.11 -12.24
H -1.57 -18.83 -14.01
H 3.25 -17.87 -3.26
H 4.69 -11.24 -9.09
H 0.80 -13.13 -5.02
H -2.73 -18.79 -8.88
H -3.03 -16.98 -12.27
H -1.68 -22.55 -13.42
H 3.22 -15.48 -8.36
H 6.55 -11.93 -3.91
H 6.52 -11.50 -11.60
H 2.90 -18.58 -7.57
H 7.36 -11.92 -9.42
H -0.36 -12.16 -8.57
H -2.92 -19.14 -10.49
H -4.35 -17.14 -9.88
H 2.15 -9.66 -8.53
H -0.31 -15.05 -7.85
H 3.45 -7.79 -5.44
H 5.29 -17.83 -7.00
H 5.10 -8.74 -7.93
H 2.09 -14.12 -8.69
H -1.59 -10.85 -8.60
H 6.59 -16.08 -13.55
H 0.69 -16.09 -5.00
H 1.83 -9.62 -4.71
H 3.17 -9.48 -3.65
H -3.43 -15.41 -11.49
H 5.25 -14.23 -14.76
H 2.19 -18.30 -5.24
H 5.65 -13.64 -10.78
H 5.18 -8.35 -3.79
H 1.36 -17.07 -8.14
H 5.42 -7.19 -7.03
H -3.33 -13.82 -5.87
H 5.45 -10.69 -3.36
H 1.72 -11.24 -8.15
H -1.87 -16.10 -11.32
H 2.71 -11.52 -5.84
H 6.05 -10.01 -10.75
H -1.83 -16.25 -8.95
H 3.13 -8.95 -6.64
H 0.05 -21.02 -12.91
H 6.34 -7.56 -4.78
H -0.62 -8.59 -9.04
H -0.38 -17.99 -3.61
H 5.83 -13.20 -6.11
H -0.18 -13.60 -10.81
H -1.08 -9.12 -10.64
H 4.86 -17.98 -5.34
H -1.20 -13.00 -12.17
H 2.75 -15.77 -12.33
H 2.13 -13.31 -11.59
H -2.49 -12.28 -6.10
H -1.41 -13.85 -4.39
H -0.59 -20.13 -15.43
H 3.10 -17.12 -13.45
H 2.40 -12.12 -12.84
H 4.15 -15.45 -15.37
H 2.98 -16.96 -1.77
H 2.89 -10.67 -10.91
H 1.04 -15.84 -2.83
H -2.08 -11.22 -10.89
H 4.19 -13.62 -5.58
H 0.61 -17.12 -10.53
H 4.43 -12.58 -6.98
H -2.56 -21.38 -14.49
H 3.58 -16.22 -3.26
H 4.38 -20.64 -5.94
H 5.28 -13.92 -9.14
H 1.22 -13.45 -13.05
H 4.00 -16.84 -6.26
```

Its structure (SMILES) is CC1(C)CCCC(C)(C)N1O.CC1(C)CCCC(C)(C)N1O.CC(C)O.CC(C)O.CC(C)O.CC(C)O.CC(C)O.CC(C)O.CC(C)O.CC(C)O. The calculation puts the total energy at -2523.2487 Eh. The HOMO-LUMO gap is 8.56 eV.


# 4
DFT (ωB97M-V/def2-TZVPD) results for C9H8LaN2O4 as an isolated structure.

The geometry in XYZ format:
```
24
C9H8LaN2O4 (ωB97M-V/def2-TZVPD)
La 0.45 -0.05 -0.24
O -0.97 3.07 1.48
O 2.52 -0.68 2.94
O 2.37 -2.77 -2.10
O -0.82 1.40 -3.58
N -1.45 -0.70 0.52
N -2.53 -0.22 1.23
C -0.36 1.02 -2.59
C -1.73 -2.03 0.23
C 3.13 1.27 -1.19
C 2.53 2.30 -0.56
C 1.97 -0.43 1.96
C -0.48 2.18 0.94
C 1.81 -1.93 -1.54
C -2.97 -2.32 0.78
C -3.44 -1.16 1.39
H -2.53 0.75 1.55
H -4.36 -0.95 1.93
H 1.87 3.00 -1.10
H 2.98 1.10 -2.27
H 2.69 2.49 0.51
H -3.46 -3.26 0.73
H -1.03 -2.66 -0.33
H 3.80 0.59 -0.67
```

The calculation puts the total energy at -788.6566 Eh. As for the charge: +3. The HOMO-LUMO gap is 8.03 eV.


# 5
DFT (ωB97M-V/def2-TZVPD) results for C38H29BiO2PSSi as an isolated structure.

The geometry in XYZ format:
```
73
C38H29BiO2PSSi (ωB97M-V/def2-TZVPD)
Bi -0.42 0.30 -0.01
S -3.80 -0.49 -0.13
P 0.22 -0.03 2.61
Si -0.23 2.96 -0.03
O 1.75 -0.75 1.02
O 3.73 0.20 0.50
C 0.16 4.79 2.13
C -2.23 0.92 3.68
C 0.91 5.43 3.11
C 1.98 3.28 1.72
C -0.40 -1.71 3.00
C -0.84 1.07 3.67
C 1.82 4.29 -1.54
C -4.30 5.20 -0.61
C 3.12 0.04 5.53
C -2.48 2.83 5.13
C -1.88 3.83 -0.26
C 1.37 2.85 -3.87
C 2.20 5.00 3.39
C 2.57 4.55 -2.67
C 3.01 0.01 2.77
C 4.24 0.07 3.41
C -1.10 3.00 5.12
C 4.30 0.09 4.79
C 0.62 2.59 -2.73
C -3.04 1.79 4.40
C 0.83 3.30 -1.55
C -1.57 -3.26 4.44
C 2.36 3.83 -3.84
C 2.74 3.91 2.70
C 2.88 -0.18 1.28
C -2.56 0.10 0.62
C 0.69 3.71 1.42
C -3.01 3.50 0.49
C -0.55 -4.05 2.41
C 1.89 0.03 4.90
C -1.98 4.88 -1.18
C -0.11 -2.76 2.13
C -1.28 -4.30 3.56
C -3.18 5.56 -1.36
C 1.83 0.04 3.51
C -1.13 -1.97 4.16
C -4.21 4.17 0.32
C -0.29 2.14 4.39
H 5.14 0.07 2.80
H -4.11 1.64 4.40
H 2.80 5.51 4.14
H -1.37 -1.18 4.85
H -1.62 -5.30 3.78
H -3.24 6.36 -2.08
H 2.42 2.44 1.18
H -0.85 5.14 1.91
H 2.96 4.03 -4.72
H -0.65 3.80 5.68
H -3.11 3.50 5.70
H 0.98 0.01 5.49
H -5.24 5.72 -0.76
H -1.12 5.15 -1.78
H 0.49 6.27 3.65
H 3.74 3.57 2.91
H 1.20 2.29 -4.78
H 3.34 5.32 -2.64
H -5.08 3.89 0.90
H -2.14 -3.45 5.34
H 5.25 0.12 5.30
H -2.94 2.71 1.23
H 0.48 -2.56 1.25
H -0.31 -4.85 1.73
H -2.68 0.11 3.13
H 0.77 2.32 4.36
H 3.16 0.02 6.62
H 2.00 4.85 -0.63
H -0.15 1.82 -2.78
```

The spin multiplicity is 2. The calculation puts the total energy at -2859.5437 Eh. The HOMO-LUMO gap (alpha / beta) is 6.18 / 7.83 eV.


# 6
DFT (ωB97M-V/def2-TZVPD) results for a 2-piece molecular cluster, C4H8N2O overall.

The geometry in XYZ format:
```
15
C4H8N2O (ωB97M-V/def2-TZVPD)
O 0.86 -1.43 0.51
N 1.62 -0.69 -0.28
N -0.35 1.09 -1.54
C 2.30 0.39 0.36
C -2.15 -0.95 0.67
C -0.69 0.67 -0.41
C -1.07 -0.84 -0.17
H -0.98 1.63 -2.14
H 2.04 0.56 1.41
H -2.45 -1.85 1.18
H 1.99 1.26 -0.24
H -1.16 -1.29 -1.17
H 3.38 0.34 0.24
H -2.74 -0.13 1.05
H -0.59 1.24 0.52
```

Its structure (SMILES) is [H]/N=C/C=C.CN=O. The calculation puts the total energy at -341.6715 Eh. The HOMO-LUMO gap (alpha / beta) is 7.25 / 7.25 eV.


# 7
DFT (ωB97M-V/def2-TZVPD) results for a 2-piece molecular cluster, CH5N3OP overall.

The geometry in XYZ format:
```
11
CH5N3OP (ωB97M-V/def2-TZVPD)
P 2.84 1.42 1.92
O 2.03 1.18 3.05
N -0.95 -0.11 0.70
N -0.87 -0.94 -1.45
N 0.77 0.52 -0.65
C -0.32 -0.15 -0.50
H -0.45 -1.00 -2.36
H -1.86 -0.51 0.81
H -0.64 0.55 1.38
H -1.75 -1.41 -1.32
H 1.20 0.45 -1.56
```

The calculation puts the total energy at -621.6750 Eh. As for the charge: +1. The HOMO-LUMO gap is 5.34 eV.


# 8
DFT (ωB97M-V/def2-TZVPD) results for a single C8H17N5O3 molecule.

The geometry in XYZ format:
```
33
C8H17N5O3 (ωB97M-V/def2-TZVPD)
O -1.04 -2.21 -1.23
O 0.97 -1.86 -2.10
O 2.49 1.86 -0.70
N -2.77 2.37 -0.39
N 4.72 0.69 0.27
N 0.99 0.26 -0.05
N -1.12 1.33 -1.73
N -2.54 0.05 -0.46
C -0.35 -1.37 1.35
C -2.07 1.28 -0.89
C 2.27 0.77 -0.18
C -1.36 -0.22 1.67
C 0.62 -1.14 0.19
C 0.24 -1.81 -1.16
C 3.49 -0.04 0.25
C -2.74 -0.33 0.96
H 5.00 0.83 -0.72
H 1.55 -1.64 0.43
H -3.16 -1.34 0.94
H -0.94 2.26 -2.07
H -0.92 0.74 1.38
H -2.54 3.26 -0.88
H 0.29 0.90 -0.52
H 4.63 1.61 0.67
H -3.48 0.31 1.44
H -0.85 -2.32 1.11
H 3.64 -0.87 -0.45
H -1.20 -2.55 -2.15
H -2.15 -0.74 -0.98
H -1.54 -0.19 2.75
H -3.76 2.22 -0.20
H 3.33 -0.56 1.21
H 0.31 -1.54 2.24
```

Its structure (SMILES) is [H]/N=C(\N)NCCC[C@H](NC(=O)CN)C(=O)O. The calculation puts the total energy at -814.5705 Eh. The HOMO-LUMO gap is 9.51 eV.


# 9
DFT (ωB97M-V/def2-TZVPD) results for C45H44As2N3Pt as an isolated structure.

The geometry in XYZ format:
```
95
C45H44As2N3Pt (ωB97M-V/def2-TZVPD)
Pt -1.04 0.07 0.40
As -0.44 -0.09 2.71
As 1.95 0.74 0.54
N -0.51 -4.20 -1.24
N -0.80 -1.79 -0.91
N -1.61 1.12 -1.08
C -1.90 3.60 -5.10
C -1.82 -1.75 4.62
C -1.99 2.20 -3.15
C -1.98 -5.64 -2.57
C 1.64 1.42 -1.27
C 0.70 -4.74 -1.85
C 1.68 0.49 -2.31
C 1.54 0.90 -3.63
C -1.36 -0.14 6.83
C -1.90 -1.41 6.99
C -1.63 -5.11 -1.18
C 5.62 2.90 0.30
C 6.09 2.82 1.60
C 0.86 -1.55 2.79
C -3.08 3.01 -1.02
C 2.07 -1.49 3.46
C -1.22 -0.50 4.46
C 4.23 1.42 2.18
C 2.91 -2.59 3.50
C 1.31 -3.85 2.22
C -2.17 2.04 -1.70
C 0.48 -2.74 2.18
C -5.17 4.18 -0.94
C 0.40 -5.24 -3.26
C 1.00 2.14 1.62
C -0.66 -2.93 -1.09
C -3.53 4.56 0.76
C -4.33 3.28 -1.56
C -4.77 4.83 0.21
C -1.46 1.25 -5.29
C 2.53 -3.77 2.87
C 0.51 1.61 2.97
C 3.73 1.53 0.88
C 1.36 2.23 -3.92
C -2.11 3.46 -3.74
C -2.69 3.64 0.15
C -2.15 -2.20 5.88
C -1.58 2.50 -5.88
C -0.74 -6.26 -3.21
C 5.40 2.06 2.54
C 1.44 2.76 -1.59
C -1.66 1.10 -3.93
C 1.29 3.16 -2.90
C 4.44 2.25 -0.06
C -1.01 0.31 5.57
H 2.35 -0.58 3.98
H 1.48 -3.98 -1.85
H -2.34 -4.81 -3.19
H 6.99 3.33 1.89
H -0.42 -7.13 -2.63
H 3.69 0.83 2.91
H -0.97 -6.61 -4.22
H 0.10 -4.39 -3.89
H 4.08 2.32 -1.07
H -0.58 1.30 5.46
H -1.56 0.14 -3.45
H 6.16 3.47 -0.43
H 1.29 -5.68 -3.69
H -2.01 -2.36 3.74
H 1.59 0.17 -4.43
H 1.62 3.03 1.76
H -4.64 2.78 -2.47
H -2.49 -4.60 -0.73
H -6.15 4.39 -1.36
H -2.59 -3.18 6.00
H -2.00 4.57 -5.56
H 1.34 1.50 3.67
H 1.03 -5.58 -1.23
H 1.14 4.21 -3.13
H 1.25 2.55 -4.95
H 1.83 -0.56 -2.07
H 1.01 -4.77 1.74
H -2.35 4.32 -3.14
H -1.18 0.48 7.69
H 5.77 1.98 3.55
H -0.47 -2.79 1.66
H -2.14 -1.77 7.98
H 1.42 3.50 -0.80
H -1.22 0.39 -5.90
H -1.34 -5.95 -0.53
H -1.71 3.44 0.57
H 3.85 -2.53 4.02
H -2.78 -6.37 -2.49
H -5.42 5.56 0.68
H 3.19 -4.63 2.90
H 0.12 2.42 1.02
H -3.21 5.07 1.66
H -0.20 2.32 3.40
H -1.41 2.61 -6.94
```

The calculation puts the total energy at -6495.9959 Eh. As for the charge: +1. The HOMO-LUMO gap (alpha / beta) is 6.00 / 6.03 eV.


# 10
DFT (ωB97M-V/def2-TZVPD) results for a single C4H6OS2 molecule.

The geometry in XYZ format:
```
13
C4H6OS2 (ωB97M-V/def2-TZVPD)
S -2.70 -1.14 -0.41
S 2.95 -0.09 -0.80
O -2.77 1.49 -0.55
C -2.04 0.51 -0.34
C -0.58 0.70 -0.09
C 0.29 -0.25 0.11
C 1.68 -0.05 0.45
H -3.91 -0.66 -0.41
H -0.30 1.77 0.10
H 3.64 -1.17 -0.28
H 2.00 -0.75 1.17
H 1.82 0.89 1.00
H -0.09 -1.24 0.05
```

Its structure (SMILES) is O=C(S)/C=C/CS. The calculation puts the total energy at -1027.5911 Eh. The HOMO-LUMO gap is 9.54 eV.